1.
Formula: C22H54F12N2NiO17S4
Source: the Open Molecules 2025 dataset
Level of theory: ωB97M-V with the def2-TZVPD basis set

Calculated values
E_tot = -6558.434408 Eh
HOMO energy (alpha / beta) = -0.3171 / -0.3171 Eh
orbital gap (alpha / beta) = 7.3 / 6.3 eV
⟨S²⟩ = 2.0033
spin multiplicity = 3
largest force on an atom = 4.08 eV/A

```
112
Properties=species:S:1:pos:R:3:mulliken_charge:R:1
Ni 3.2383 -0.3725 0.2773 1.09
C 1.1046 2.7350 -1.7065 0.41
F 1.4667 3.9286 -1.3201 -0.21
F -0.0081 2.8814 -2.3841 -0.20
F 1.9871 2.1158 -2.4658 -0.09
S 0.7766 1.6104 -0.1647 -0.23
O 1.5281 2.0822 0.9681 -0.40
O -0.6442 1.5773 -0.0034 0.37
N 1.5288 0.0532 -0.6073 1.06
S 0.4563 -0.7570 -1.4660 -0.27
O -0.2899 -0.0024 -2.4223 -0.55
O 1.1731 -1.8335 -2.1426 -0.49
C -0.6785 -1.6099 -0.1597 0.52
F -0.6337 -0.9167 0.9545 0.06
F -1.8901 -1.6797 -0.6488 -0.14
F -0.2993 -2.8468 0.1392 -0.21
C -1.4089 3.8442 3.2146 0.70
F -0.3551 3.6166 2.4346 -0.29
F -1.2864 4.8854 4.0101 -0.20
F -2.4491 4.0048 2.3618 -0.20
S -1.6731 2.2132 4.1896 0.87
O -1.9492 1.2652 3.1503 -0.54
O -0.3875 2.0295 4.8417 -0.58
N -3.1025 2.3924 5.1221 -0.40
S -2.5376 2.9019 6.5697 0.98
O -1.4515 3.8374 6.5267 -0.57
O -3.6772 3.3353 7.3442 -0.72
C -1.8813 1.3027 7.4304 0.69
F -2.5394 1.1426 8.5780 -0.25
F -2.0738 0.1869 6.7324 -0.23
F -0.5892 1.4353 7.6853 -0.23
C -2.7768 4.2914 -1.7264 -0.72
C -3.5273 5.0298 -0.6347 0.21
O -3.7958 6.3844 -1.0001 -0.57
H -3.4447 4.3049 -2.5898 0.38
H -2.5987 3.2378 -1.4924 0.08
H -1.7609 4.6571 -1.8690 0.19
H -2.9110 5.0027 0.2683 -0.07
H -4.4519 4.4915 -0.4062 0.14
H -3.6987 6.8756 -0.1802 0.34
C -4.3648 -4.3225 0.0355 -1.12
C -5.0285 -2.9697 -0.2264 0.31
O -5.5621 -2.4226 0.9708 -0.51
H -5.1486 -5.0783 0.1333 0.33
H -3.8394 -4.2922 0.9917 0.31
H -3.6283 -4.6417 -0.7023 0.27
H -5.8017 -3.0260 -0.9947 0.42
H -4.2230 -2.3040 -0.5507 -0.24
H -6.5135 -2.5431 0.9292 0.29
C 4.2967 0.1127 -3.7147 -1.17
C 4.9725 0.1937 -2.3745 0.21
O 4.3594 -0.7943 -1.4956 -0.31
H 3.2262 0.3016 -3.6945 0.09
H 4.5009 -0.8542 -4.1805 0.43
H 4.7377 0.8383 -4.4054 0.45
H 4.9924 1.1966 -1.9520 -0.20
H 6.0200 -0.1262 -2.3678 0.37
H 4.5795 -1.6559 -1.8603 0.25
C 0.9892 -0.2576 4.0333 -1.19
C 1.9878 -1.1042 3.2670 -0.19
O 2.5824 -0.3156 2.1972 -0.25
H 0.3848 -0.9567 4.6097 0.41
H 0.3687 0.3001 3.3326 0.05
H 1.5285 0.4320 4.6833 0.44
H 1.5677 -2.0058 2.8200 0.13
H 2.8182 -1.4358 3.9009 0.37
H 2.7447 0.5528 2.5901 0.20
C -4.0847 0.8191 0.6432 -0.21
C -5.2376 1.5659 1.2601 -0.63
O -4.8105 2.3399 2.3850 -0.44
H -3.6414 0.0439 1.2698 0.06
H -3.2597 1.4752 0.3575 0.05
H -4.4604 0.2678 -0.2274 0.33
H -5.9416 0.8532 1.6878 0.31
H -5.7136 2.1835 0.4925 0.26
H -4.1898 2.9987 2.0670 0.24
C 5.7118 3.1409 -0.0092 -1.15
C 4.2455 2.7326 0.0848 -0.44
O 4.0503 1.4464 0.7514 -0.19
H 6.2693 2.4284 0.6085 0.33
H 5.8872 4.1308 0.4002 0.36
H 6.1129 3.0040 -1.0110 0.31
H 3.7672 2.6797 -0.8913 0.13
H 3.6456 3.4452 0.6524 0.50
H 4.4172 1.6443 1.6237 0.20
C 2.2043 -4.6368 0.6897 -0.71
C 3.3132 -3.6469 0.8871 -0.60
O 3.0183 -2.4204 0.1794 -0.26
H 2.2776 -5.5889 1.2170 0.47
H 2.1010 -4.7217 -0.3916 0.07
H 1.3266 -4.2788 1.2342 0.13
H 4.2450 -4.0660 0.4923 0.31
H 3.5207 -3.4004 1.9285 0.43
H 2.8015 -2.7130 -0.7246 0.14
C 0.8379 -0.1634 -7.0042 -1.31
C 0.4283 -0.6800 -5.6484 0.57
O -0.6593 -1.5776 -5.6231 -0.55
H 1.0752 -0.9689 -7.7047 0.35
H 1.6498 0.5624 -7.0485 0.33
H -0.0189 0.3779 -7.4251 0.36
H 0.1922 0.2167 -5.0575 -0.02
H 1.2237 -1.2491 -5.1580 0.02
H -1.3730 -1.1929 -6.1485 0.29
C 1.1366 -5.4142 -3.2507 -1.08
C -0.0434 -5.1903 -2.3370 0.67
O -0.6183 -6.4040 -1.9132 -0.58
H 0.9086 -6.0225 -4.1263 0.41
H 1.9910 -5.8360 -2.7171 0.33
H 1.3369 -4.4293 -3.6875 0.15
H -0.8184 -4.5800 -2.8198 0.29
H 0.1209 -4.5119 -1.4894 -0.46
H 0.0188 -7.1190 -1.8810 0.31
```

2.
Formula: C8H7N3O2
Source: the Open Molecules 2025 dataset
Level of theory: ωB97M-V with the def2-TZVPD basis set

Calculated values
E_tot = -623.605684 Eh
HOMO energy (alpha / beta) = -0.3445 / -0.2888 Eh
orbital gap (alpha / beta) = 7.9 / 6.9 eV
largest force on an atom = 4.21 eV/A

```
20
Properties=species:S:1:pos:R:3:mulliken_charge:R:1
C 2.1077 2.3881 -0.9563 -0.42
C 1.5148 2.3806 0.3234 -0.47
C 1.9513 1.2545 -1.7503 -0.61
C 0.8272 1.3121 0.8096 -0.25
C 1.0641 0.2451 -1.3307 -0.01
C 0.5033 0.2035 -0.0108 0.62
C -2.6073 -2.2689 0.2501 -0.16
C -1.9067 -1.8321 1.5386 0.51
N -0.7742 -1.1000 1.3394 0.09
N -0.1455 -0.9009 0.2360 -0.59
N -2.2315 -1.9293 -0.9055 0.33
O -2.3994 -2.3062 -2.0293 -0.45
O -2.2910 -2.0024 2.6964 -0.62
H 2.6989 3.2009 -1.1119 0.46
H 1.8162 3.2867 1.0027 0.21
H 2.5085 1.2535 -2.7448 0.27
H 0.5029 1.1882 1.8245 0.28
H 0.8980 -0.7291 -1.9739 0.27
H -3.5228 -2.9043 0.5715 0.33
H -0.5147 -0.7401 2.2213 0.22
```

3.
Formula: C24H45BrP2Tl
Source: the Open Molecules 2025 dataset
Level of theory: ωB97M-V with the def2-TZVPD basis set

Calculated values
total charge = +1
E_tot = -4370.256033 Eh
HOMO energy (alpha / beta) = -0.3395 / -0.3437 Eh
orbital gap (alpha / beta) = 5.4 / 4.8 eV
largest force on an atom = 3.41 eV/A

```
73
Properties=species:S:1:pos:R:3:mulliken_charge:R:1
Tl -0.2404 0.7708 -4.0309 1.04
C 1.3024 -2.4867 -0.2560 0.50
C 0.2093 -2.8901 0.5544 0.63
C -0.6038 -2.4129 -1.5379 -0.07
C 0.8006 -2.2127 -1.5559 0.91
C -0.9784 -2.7634 -0.2181 0.54
C 2.7135 -2.3826 0.1517 -1.15
H 2.7914 -2.1828 1.2326 0.09
H 3.2106 -1.5605 -0.3851 0.12
H 3.2778 -3.3055 -0.0643 0.38
C 1.6252 -1.7722 -2.6973 -1.14
H 2.5047 -2.4203 -2.8422 0.44
H 2.0119 -0.7499 -2.5248 -0.29
H 1.0621 -1.7793 -3.6408 0.55
C -1.5308 -2.2858 -2.6802 -1.44
H -2.2965 -3.0833 -2.6622 0.56
H -1.0144 -2.3416 -3.6510 0.38
H -2.0927 -1.3366 -2.6440 -0.13
C -2.3531 -2.9156 0.2953 -1.51
H -2.3941 -3.7037 1.0563 0.40
H -3.0447 -3.1668 -0.5148 0.36
H -2.7073 -1.9819 0.7649 0.16
C 0.2992 -3.3992 1.9328 -1.00
H 0.7383 -4.4123 1.9678 0.32
H -0.6888 -3.4226 2.4117 0.40
H 0.9538 -2.7468 2.5371 -0.11
C 1.3673 1.9404 0.5617 0.15
C 1.9743 1.1210 1.4328 -0.40
C 1.5701 0.9244 2.8402 0.14
C 0.0646 0.9714 3.2018 -1.22
C -0.8574 0.3182 2.2211 0.18
C -1.4106 0.8532 1.1265 -0.08
C -1.1581 2.2296 0.5850 -0.36
C 0.2265 2.8305 0.9170 -1.08
H 2.1000 1.6276 3.5056 0.40
H -0.2545 1.9988 3.4321 0.45
H 1.9795 -0.1698 3.1621 -0.54
H 0.2722 3.0888 1.9793 0.33
H 1.6905 1.9972 -0.4836 -0.06
H 2.8895 0.6026 1.1176 0.54
H 0.3062 3.7743 0.3545 0.51
H -1.2939 2.2017 -0.5091 -0.04
H -2.1480 0.2636 0.5712 0.08
H -1.9284 2.9252 0.9491 0.42
H -0.0137 0.3945 4.1392 0.42
H -1.1063 -0.7215 2.4622 0.32
P 2.2468 1.3099 -4.3582 0.43
C 3.1718 -0.0513 -5.1805 -1.15
H 4.1091 0.3172 -5.6178 0.42
H 2.5624 -0.4860 -5.9833 0.36
H 3.4129 -0.8455 -4.4621 0.28
C 2.4162 2.7198 -5.4990 -1.19
H 3.4770 2.9623 -5.6791 0.39
H 1.9209 3.6074 -5.0707 0.36
H 1.9403 2.4912 -6.4663 0.37
C 3.3352 1.7208 -2.9420 -1.12
H 4.2477 2.2393 -3.2754 0.45
H 3.6382 0.8084 -2.4053 0.31
H 2.8087 2.3770 -2.2324 0.29
P -2.9162 1.0132 -3.9084 0.52
C -4.2005 -0.0510 -3.1308 -1.32
H -5.2003 0.2898 -3.4275 0.43
H -4.1169 0.0158 -2.0384 0.31
H -4.0800 -1.0940 -3.4479 0.40
C -3.5880 2.6557 -3.4393 -1.23
H -4.5773 2.8053 -3.8971 0.41
H -2.9057 3.4537 -3.7677 0.36
H -3.6902 2.6973 -2.3450 0.33
C -3.3965 0.8594 -5.6761 -1.28
H -4.3866 1.3080 -5.8340 0.38
H -3.4290 -0.2053 -5.9474 0.34
H -2.6596 1.3680 -6.3153 0.37
Br 2.6369 -1.5517 3.8579 -0.30
```

4.
Formula: C3H3HgNaO4
Source: the Open Molecules 2025 dataset
Level of theory: ωB97M-V with the def2-TZVPD basis set

Calculated values
E_tot = -732.701069 Eh
HOMO energy (alpha / beta) = -0.2164 / -0.3112 Eh
orbital gap (alpha / beta) = 4.8 / 6.9 eV
⟨S²⟩ = 2.0079
spin multiplicity = 3
largest force on an atom = 1.80 eV/A

```
12
Properties=species:S:1:pos:R:3:mulliken_charge:R:1
H 0.3684 2.5396 2.2866 0.24
O -0.7133 0.9624 1.4232 -0.77
O 1.5310 0.9723 -0.1080 -0.51
C -0.0064 2.1113 1.3185 -0.19
C 1.2292 2.0053 0.4754 0.11
H -0.5595 2.9793 0.8698 0.25
H 1.8523 2.9190 0.3537 0.34
O -0.5368 -3.8526 -2.7969 -0.62
C -0.1461 -3.0220 -1.9843 0.40
O -0.6539 -2.6496 -0.9030 -0.68
Na -2.3797 -4.2096 -1.3295 0.91
Hg 0.0147 -0.7554 0.3944 0.50
```

5.
Formula: C9H6CoN2O5
Source: the Open Molecules 2025 dataset
Level of theory: ωB97M-V with the def2-TZVPD basis set

Calculated values
total charge = +3
E_tot = -2213.638238 Eh
HOMO energy (alpha / beta) = -0.8234 / -0.8249 Eh
orbital gap (alpha / beta) = 9.1 / 6.7 eV
⟨S²⟩ = 6.0294
spin multiplicity = 5
largest force on an atom = 17.21 eV/A

```
23
Properties=species:S:1:pos:R:3:mulliken_charge:R:1
O 2.7261 -0.2876 3.6962 -0.09
C 2.4946 -0.3174 2.5859 0.11
Co 1.8607 -0.5821 -1.8416 0.64
O 4.7734 -1.2025 -1.7528 -0.07
C 3.5690 -0.9384 -1.7561 0.45
C 0.9445 -0.5000 -3.2267 0.32
O 0.1805 -0.4093 -4.1346 -0.09
C 2.0264 1.4667 -1.6817 0.38
O 1.9436 2.5377 -1.1588 -0.04
C 1.1917 -2.4625 -1.3263 0.38
O 0.7103 -3.3048 -0.6315 -0.04
C -2.6085 0.8718 2.4212 -0.74
N -1.8906 0.5370 1.1836 0.07
C -2.4758 0.4434 -0.0596 -0.41
C -1.3728 0.1135 -0.9207 -0.06
N -0.2546 0.0207 -0.2324 0.09
C -0.5311 0.2725 1.0436 0.01
H -3.1099 1.8375 2.3092 0.38
H -3.4348 0.1711 2.5786 0.37
H -1.8977 0.8747 3.2814 0.28
H -3.5026 0.5894 -0.2784 0.49
H -1.4489 -0.0353 -2.0218 0.36
H 0.1066 0.3038 1.9232 0.18
```

6.
Formula: C38H35BBrF2N6O5S3Tl
Source: the Open Molecules 2025 dataset
Level of theory: ωB97M-V with the def2-TZVPD basis set

Calculated values
total charge = -2
E_tot = -6339.529523 Eh
HOMO energy = 0.0198 Eh
orbital gap = 3.2 eV
largest force on an atom = 1.04 eV/A

```
92
Properties=species:S:1:pos:R:3:mulliken_charge:R:1
Tl -0.6220 -0.5447 0.9909 1.30
O 1.2807 -2.2845 -3.1216 -0.81
S 0.1059 -1.8747 -2.3665 0.80
O -0.0009 -2.4990 -1.0473 -0.52
N -0.1644 -0.3663 -2.2025 0.73
C -0.0069 0.5764 -3.2337 0.43
C 0.2173 0.2588 -4.5923 -0.75
C 0.4275 1.2690 -5.5198 -0.76
C 0.4756 2.6006 -5.1452 -0.96
C 0.2416 2.9714 -3.8026 0.94
C 0.4410 4.2937 -3.2979 -1.83
C 0.5572 4.4420 -1.8943 0.20
C 0.1543 3.4764 -1.0340 -1.44
N -0.5785 2.3613 -1.5951 0.73
C -0.1143 1.9345 -2.8998 -0.40
C -1.2826 -2.5792 -3.2720 -0.06
C -1.0845 -3.5955 -4.1947 -0.42
C -2.1762 -4.1463 -4.8568 -0.61
C -3.4570 -3.6792 -4.5920 -0.37
C -3.6482 -2.6617 -3.6631 -0.67
C -2.5612 -2.1079 -3.0032 -0.24
H 0.2419 -0.7772 -4.9005 0.36
H 0.5851 0.9995 -6.5613 0.35
H 0.7235 3.3731 -5.8671 0.29
H 0.7627 5.0786 -3.9732 0.19
H 1.0301 5.3290 -1.4766 0.43
H 0.2572 3.5162 0.0411 0.73
H -0.0721 -3.9312 -4.3819 0.43
H -2.0278 -4.9357 -5.5854 0.34
H -4.3062 -4.1015 -5.1182 0.35
H -4.6482 -2.2941 -3.4621 0.39
H -2.6675 -1.3000 -2.2894 0.32
N 4.3365 -0.2310 -0.0148 -0.07
C 4.8051 1.0905 -0.0695 -0.38
C 6.1610 1.3554 0.0424 -0.66
C 6.6371 2.6599 -0.0452 -0.52
C 5.7498 3.7060 -0.2225 -0.73
C 4.3853 3.4434 -0.3097 -0.60
C 3.9098 2.1453 -0.2509 0.48
S 2.1847 1.8045 -0.4278 -0.01
N 2.0563 0.2727 0.2493 0.35
C 3.0210 -0.5412 0.3224 0.28
C 2.7433 -1.9483 0.7425 0.57
C 3.6453 -2.9842 0.5181 -1.13
C 3.2813 -4.2778 0.8565 -0.58
C 2.0314 -4.5016 1.3994 -1.04
C 1.1928 -3.4102 1.5679 -0.10
N 1.5456 -2.1733 1.2610 0.44
H 5.0261 -0.9102 0.2482 0.16
H 6.8505 0.5292 0.1860 0.35
H 7.7007 2.8479 0.0299 0.35
H 6.1092 4.7252 -0.2851 0.38
H 3.6774 4.2535 -0.4419 0.50
H 4.5913 -2.8192 0.0215 0.46
H 3.9593 -5.1011 0.6688 0.39
H 1.7005 -5.4964 1.6637 0.41
H 0.1870 -3.5240 1.9638 0.43
O -2.6703 -2.6565 1.0664 -0.45
S -3.9571 -2.6507 1.8137 0.05
C -3.8565 -1.4039 3.1538 0.04
C -4.4568 -0.1078 2.6323 0.12
C -5.6465 -0.5207 1.7675 -0.88
C -5.0999 -1.5963 0.8386 -0.18
H -2.8022 -1.3574 3.4316 -0.23
H -4.4302 -1.8151 3.9886 0.45
H -3.7254 0.4119 2.0119 -0.33
H -4.7474 0.5604 3.4462 0.46
H -6.0543 0.3199 1.2034 0.36
H -6.4459 -0.9279 2.3961 0.33
H -4.4586 -1.1657 0.0659 -0.11
H -5.8589 -2.2284 0.3789 0.46
C -0.7316 -3.0378 5.2322 -0.98
O -1.0024 -2.2355 4.0879 -0.31
C -0.0510 -1.1915 3.7418 0.36
O 0.8689 -1.0672 4.5300 -0.69
H -1.0828 -4.0504 5.0199 0.24
H -1.2583 -2.6558 6.1134 0.29
H 0.3375 -3.0439 5.4497 0.32
F -2.6062 1.0006 -1.5062 -0.12
B -1.7214 1.8846 -0.9883 -0.07
F -2.0984 2.3461 0.2452 -0.16
Br 2.7010 3.7118 4.5216 -0.24
C 0.9445 3.4353 3.8517 -0.44
C 0.0192 4.4584 3.9096 -0.13
C -1.2480 4.2068 3.4090 -0.99
C -1.5128 2.9583 2.8638 -0.08
N -0.6088 1.9873 2.8067 0.19
C 0.6021 2.2099 3.3050 -0.05
H 0.2841 5.4219 4.3234 0.41
H -2.0112 4.9737 3.4246 0.40
H -2.4804 2.7352 2.4272 0.37
H 1.2940 1.3734 3.2810 0.39
```

Question: E_tot of number 6 (C38H35BBrF2N6O5S3Tl)?
Answer: -6339.529523 Eh

Question: Which of these has the lowest largest force on an atom?
Answer: C38H35BBrF2N6O5S3Tl